{
  "formula": "C4H9NOSe",
  "method": "ωB97M-V with the def2-TZVPD basis set",
  "total_energy_ha": -2689.07701,
  "homo_energy_ev": -7.217,
  "charge": 0,
  "elements": ["Se", "O", "N", "C", "C", "C", "C", "H", "H", "H", "H", "H", "H", "H", "H", "H"],
  "coordinates": [[-0.353, 0.841, -0.239], [2.294, -0.012, -0.354], [4.298, 1.118, -0.018], [-1.900, -1.652, -1.021], [-0.273, 1.484, 1.435], [-0.847, -1.121, 0.048], [3.215, 0.673, -0.132], [-1.451, -1.108, 1.047], [0.077, 2.564, 1.530], [-2.726, -2.324, -0.686], [-2.462, -0.769, -1.457], [-1.496, -2.130, -1.864], [-1.141, 1.428, 2.105], [-0.113, -1.937, 0.067], [-1.763, 0.978, -0.701], [4.642, 1.965, 0.240]]
}



{
  "formula": "C4H9NP",
  "method": "ωB97M-V with the def2-TZVPD basis set",
  "total_energy_ha": -553.53208,
  "homo_energy_ev": -12.703,
  "charge": 1,
  "elements": ["P", "N", "C", "C", "C", "C", "H", "H", "H", "H", "H", "H", "H", "H", "H"],
  "coordinates": [[2.269, 0.619, 0.809], [-2.892, 0.630, -0.132], [1.015, -0.776, 0.272], [-0.491, -0.192, 0.029], [-1.714, -0.047, 0.597], [3.357, 0.199, -0.394], [0.860, -1.567, 1.092], [-0.470, 0.037, -1.072], [-3.225, -0.204, -0.756], [-1.793, -0.120, 1.669], [1.453, -0.997, -0.681], [-3.567, 0.766, 0.687], [3.349, -0.408, -1.225], [4.361, 0.603, -0.191], [-2.512, 1.457, -0.703]]
}



{
  "formula": "C4H9NS",
  "method": "ωB97M-V with the def2-TZVPD basis set",
  "total_energy_ha": -610.70370,
  "homo_energy_ev": -8.380,
  "charge": 0,
  "elements": ["S", "N", "C", "C", "C", "C", "H", "H", "H", "H", "H", "H", "H", "H", "H"],
  "coordinates": [[0.697, -0.435, -2.066], [-1.329, 0.969, 1.131], [0.778, 0.915, -0.838], [1.066, -1.322, -0.566], [-0.874, -0.220, 0.574], [0.544, -0.140, 0.226], [0.517, -2.262, -0.391], [-1.942, 0.863, 1.875], [2.138, -1.492, -0.538], [-1.915, 1.450, 0.460], [-0.013, 1.722, -0.916], [-1.132, -1.130, 1.098], [1.803, 1.328, -0.876], [-1.443, -0.352, -0.338], [1.107, 0.106, 1.165]]
}



{
  "formula": "C4H9NS",
  "method": "ωB97M-V with the def2-TZVPD basis set",
  "total_energy_ha": -610.70750,
  "homo_energy_ev": -7.995,
  "charge": 0,
  "elements": ["S", "N", "C", "C", "C", "C", "H", "H", "H", "H", "H", "H", "H", "H", "H"],
  "coordinates": [[0.715, -1.668, -1.634], [0.681, 2.425, 0.281], [-0.176, -2.799, -0.521], [-0.254, 0.205, 0.254], [0.565, -0.120, -0.786], [-0.395, 1.599, 0.806], [1.214, 0.673, -1.144], [-0.903, -0.522, 0.699], [0.896, 3.233, 0.865], [-1.178, -2.614, -0.368], [0.249, -2.933, 0.472], [-1.417, 2.030, 0.713], [-0.217, 1.545, 1.892], [0.402, 2.803, -0.605], [-0.182, -3.857, -0.926]]
}



{
  "formula": "C4H9NS",
  "method": "ωB97M-V with the def2-TZVPD basis set",
  "total_energy_ha": -610.73544,
  "homo_energy_ev": -8.102,
  "charge": 0,
  "elements": ["S", "N", "C", "C", "C", "C", "H", "H", "H", "H", "H", "H", "H", "H", "H"],
  "coordinates": [[-1.146, -0.934, 1.437], [0.038, 1.166, 0.328], [-0.237, 1.927, 1.538], [0.745, -1.916, -1.051], [-0.428, -0.067, 0.221], [-0.282, -0.736, -1.160], [0.151, -2.726, -0.612], [0.153, 0.067, -1.861], [-1.256, -0.978, -1.527], [0.388, 1.696, -0.494], [0.586, 1.637, 2.259], [-0.162, 3.071, 1.431], [-1.234, 1.646, 1.931], [1.618, -1.616, -0.378], [1.067, -2.236, -2.062]]
}



{
  "formula": "C4H9NS",
  "method": "ωB97M-V with the def2-TZVPD basis set",
  "total_energy_ha": -610.58348,
  "homo_energy_ev": -9.078,
  "charge": 0,
  "elements": ["S", "N", "C", "C", "C", "C", "H", "H", "H", "H", "H", "H", "H", "H", "H"],
  "coordinates": [[-0.190, -0.335, 1.921], [-1.717, 1.058, -0.609], [-1.204, -0.381, -0.972], [-0.265, 0.704, -0.636], [1.612, -0.793, 0.147], [0.755, 0.490, 0.559], [-2.220, 0.980, 0.354], [2.139, -1.158, 0.910], [-1.400, -1.285, -0.378], [1.092, -1.657, -0.149], [-1.604, 0.685, 1.862], [-1.199, -0.326, -2.118], [1.496, 1.228, 1.149], [0.455, 1.287, -1.315], [2.249, -0.497, -0.723]]
}



{
  "formula": "C4H9NS",
  "method": "ωB97M-V with the def2-TZVPD basis set",
  "total_energy_ha": -610.54646,
  "homo_energy_ev": -9.203,
  "charge": 0,
  "elements": ["S", "N", "C", "C", "C", "C", "H", "H", "H", "H", "H", "H", "H", "H", "H"],
  "coordinates": [[1.253, 0.631, 3.329], [0.663, 1.317, 2.124], [0.672, -0.869, -0.896], [-0.617, -0.127, -0.770], [0.614, 0.627, -1.203], [-1.175, 0.266, 0.585], [-1.527, -0.397, -1.422], [-1.236, -0.472, 1.474], [0.727, -1.604, -1.660], [2.373, -0.214, 3.011], [0.822, 0.861, -2.190], [1.152, 1.188, -0.554], [-0.393, 0.910, 1.248], [-1.958, 0.965, 0.483], [1.305, -1.332, -0.082]]
}



{
  "formula": "C4H9NS",
  "method": "ωB97M-V with the def2-TZVPD basis set",
  "total_energy_ha": -610.57475,
  "homo_energy_ev": -8.743,
  "charge": 0,
  "elements": ["S", "N", "C", "C", "C", "C", "H", "H", "H", "H", "H", "H", "H", "H", "H"],
  "coordinates": [[2.871, -0.512, 0.000], [0.454, 1.504, 0.094], [-1.301, 0.030, 0.406], [0.043, 0.150, -0.130], [-2.085, -1.028, -0.156], [1.109, -0.695, 0.377], [-3.080, -1.410, 0.100], [0.070, 0.094, -1.200], [0.979, -1.179, 1.556], [1.030, -1.727, -0.238], [2.547, 1.068, -0.039], [1.154, 2.074, -0.412], [-1.784, 0.873, 1.184], [-1.711, -1.414, -1.173], [-0.297, 2.172, -0.369]]
}



{
  "formula": "C4H9NS",
  "method": "ωB97M-V with the def2-TZVPD basis set",
  "total_energy_ha": -610.54828,
  "homo_energy_ev": [-4.154, -9.322],
  "charge": 0,
  "spin_multiplicity": 3,
  "elements": ["S", "N", "C", "C", "C", "C", "H", "H", "H", "H", "H", "H", "H", "H", "H"],
  "coordinates": [[1.069, 0.063, -1.373], [-0.790, 1.741, -0.778], [0.277, 1.115, -0.017], [0.143, -1.399, -0.753], [0.324, -1.322, 0.746], [-0.206, 0.124, 1.057], [-1.272, -0.025, 0.973], [-0.083, 0.657, 2.070], [-0.150, -2.151, 1.270], [-1.111, 2.624, -0.503], [-0.509, 1.652, -1.716], [0.714, -2.242, -1.163], [-0.848, -1.470, -1.075], [1.467, -1.313, 0.887], [0.976, 1.944, 0.374]]
}



{
  "formula": "C4H9O",
  "method": "ωB97M-V with the def2-TZVPD basis set",
  "total_energy_ha": -232.94627,
  "homo_energy_ev": -1.706,
  "charge": -1,
  "elements": ["O", "C", "C", "C", "C", "H", "H", "H", "H", "H", "H", "H", "H", "H"],
  "coordinates": [[1.718, 3.827, 0.492], [0.453, -1.285, 0.664], [-0.976, -2.420, -1.147], [0.254, -1.591, -0.638], [0.458, 3.343, 0.781], [0.246, 2.260, 0.469], [-1.021, -3.405, -0.503], [-0.234, -1.652, 1.474], [-0.290, 3.920, 0.169], [0.081, 3.254, 1.871], [-0.724, -2.630, -2.136], [-1.951, -1.973, -1.093], [0.904, -1.070, -1.443], [1.080, -0.579, 1.038]]
}



{
  "formula": "C4H9O",
  "method": "ωB97M-V with the def2-TZVPD basis set",
  "total_energy_ha": -232.98160,
  "homo_energy_ev": -2.049,
  "charge": -1,
  "elements": ["O", "C", "C", "C", "C", "H", "H", "H", "H", "H", "H", "H", "H", "H"],
  "coordinates": [[1.763, 0.616, 1.839], [-1.156, 0.843, -1.378], [-1.714, 0.293, -2.447], [1.824, -0.687, 2.187], [-0.408, 0.181, -0.257], [-2.209, 0.959, -3.142], [1.387, -1.396, 1.458], [1.316, -0.909, 3.159], [-1.540, -0.718, -2.796], [-1.171, -0.073, 0.489], [2.870, -1.076, 2.328], [0.083, -0.741, -0.573], [-1.320, 1.891, -1.173], [0.276, 0.820, 0.308]]
}



{
  "formula": "C4H9O2",
  "method": "ωB97M-V with the def2-TZVPD basis set",
  "total_energy_ha": -308.25652,
  "homo_energy_ev": -2.212,
  "charge": -1,
  "elements": ["O", "O", "C", "C", "C", "C", "H", "H", "H", "H", "H", "H", "H", "H", "H"],
  "coordinates": [[2.031, -0.377, -0.892], [-0.848, -1.174, 2.109], [-0.936, 0.288, 0.177], [0.258, 1.146, -0.239], [-0.511, -1.076, 0.695], [1.094, 0.476, -1.361], [0.564, -1.204, 0.545], [-0.082, 2.124, -0.591], [1.510, 1.276, -2.028], [0.933, 1.275, 0.619], [-1.626, 0.175, -0.671], [-0.199, -1.759, 2.500], [0.350, -0.028, -2.046], [-1.033, -1.910, 0.213], [-1.505, 0.768, 0.969]]
}



{
  "formula": "C4H9O2",
  "method": "ωB97M-V with the def2-TZVPD basis set",
  "total_energy_ha": -308.12539,
  "homo_energy_ev": -2.690,
  "charge": -1,
  "elements": ["O", "O", "C", "C", "C", "C", "H", "H", "H", "H", "H", "H", "H", "H", "H"],
  "coordinates": [[1.070, 0.739, -2.331], [-1.773, -0.470, 1.917], [-0.081, 0.851, 0.020], [-0.715, -0.461, -0.324], [0.791, 1.227, -1.102], [-1.031, -1.161, 1.029], [-0.131, -1.109, -0.981], [-0.393, 1.573, -0.976], [2.106, -0.459, 0.274], [-1.670, -0.200, -0.851], [-1.507, -2.036, 0.687], [-0.292, 1.378, 0.981], [2.248, -0.418, 1.013], [1.432, 2.078, -0.838], [-0.054, -1.533, 1.482]]
}



{
  "formula": "C4H9O2",
  "method": "ωB97M-V with the def2-TZVPD basis set",
  "total_energy_ha": -308.29285,
  "homo_energy_ev": -3.818,
  "charge": -1,
  "elements": ["O", "O", "C", "C", "C", "C", "H", "H", "H", "H", "H", "H", "H", "H", "H"],
  "coordinates": [[0.458, -1.547, 0.739], [2.146, -0.346, -0.158], [1.383, -2.306, -1.325], [1.255, -1.239, -0.158], [-0.470, 1.587, 0.961], [-1.852, 1.656, 0.463], [0.864, -3.185, -0.992], [-0.131, 1.022, 1.957], [-2.396, 2.532, 0.365], [2.353, -2.121, -1.697], [-2.475, 1.130, 1.118], [-1.853, 1.161, -0.503], [0.142, 0.926, 0.300], [0.593, -1.887, -1.963], [-0.016, 2.617, 0.891]]
}



{
  "formula": "C4H9O2",
  "method": "ωB97M-V with the def2-TZVPD basis set",
  "total_energy_ha": -308.31278,
  "homo_energy_ev": -3.536,
  "charge": -1,
  "elements": ["O", "O", "C", "C", "C", "C", "H", "H", "H", "H", "H", "H", "H", "H", "H"],
  "coordinates": [[-2.602, -2.330, 0.468], [-1.976, -2.756, -1.708], [-2.169, -2.059, -0.676], [1.401, 0.632, 0.305], [-1.722, -0.516, -1.189], [2.023, 1.375, 1.442], [0.393, 0.313, 0.644], [1.199, 1.686, 2.113], [2.641, 0.798, 2.114], [2.528, 2.324, 1.136], [1.221, 1.377, -0.514], [2.008, -0.241, 0.000], [-2.265, -0.317, -2.130], [-0.637, -0.567, -1.499], [-2.040, 0.283, -0.506]]
}



{
  "formula": "C4H9O2",
  "method": "ωB97M-V with the def2-TZVPD basis set",
  "total_energy_ha": -308.32720,
  "homo_energy_ev": -3.906,
  "charge": -1,
  "elements": ["O", "O", "C", "C", "C", "C", "H", "H", "H", "H", "H", "H", "H", "H", "H"],
  "coordinates": [[-0.238, 0.956, -1.315], [-0.076, 2.006, 0.674], [1.922, 1.264, -0.419], [-0.669, -1.547, 0.496], [-1.219, -2.955, 0.639], [0.382, 1.416, -0.327], [-2.297, -3.055, 0.680], [2.322, 0.240, -0.370], [-0.195, -1.094, 1.362], [-0.071, -1.284, -0.368], [-1.424, -0.788, 0.250], [-0.883, -3.420, 1.578], [2.170, 1.759, -1.357], [-0.819, -3.577, -0.166], [2.449, 1.758, 0.402]]
}



{
  "formula": "C4H9O2",
  "method": "ωB97M-V with the def2-TZVPD basis set",
  "total_energy_ha": -308.18438,
  "homo_energy_ev": [-10.807, -10.701],
  "charge": 0,
  "spin_multiplicity": 2,
  "elements": ["O", "O", "C", "C", "C", "C", "H", "H", "H", "H", "H", "H", "H", "H", "H"],
  "coordinates": [[1.480, -1.185, 2.231], [1.307, 0.969, 2.968], [1.575, 0.482, 0.622], [-1.218, 0.093, -1.826], [-1.522, -0.588, -0.455], [1.470, 0.078, 2.175], [-2.094, 0.351, -2.344], [2.566, 0.865, 0.727], [-2.575, -0.664, -0.340], [0.899, 1.321, 0.568], [-1.170, -1.626, -0.423], [-0.434, 0.857, -1.772], [-0.902, -0.065, 0.339], [-0.603, -0.626, -2.390], [1.221, -0.265, -0.080]]
}



{
  "formula": "C4H9O2P",
  "method": "ωB97M-V with the def2-TZVPD basis set",
  "total_energy_ha": -649.60199,
  "homo_energy_ev": -9.382,
  "charge": 0,
  "elements": ["P", "O", "O", "C", "C", "C", "C", "H", "H", "H", "H", "H", "H", "H", "H", "H"],
  "coordinates": [[-1.280, -0.934, 0.982], [-1.994, -0.608, -0.546], [-1.624, 1.573, -0.189], [-1.986, 0.685, -0.917], [0.506, -0.305, 0.566], [1.024, 1.000, 1.204], [1.068, -0.562, -0.910], [2.246, -0.551, -0.877], [0.619, -1.550, -1.192], [0.605, 1.770, 0.574], [-1.091, -2.314, 0.431], [-2.432, 0.901, -1.905], [2.126, 0.820, 1.028], [0.619, 0.964, 2.145], [0.710, 0.319, -1.442], [0.884, -1.208, 1.049]]
}



{
  "formula": "C4H9O2S",
  "method": "ωB97M-V with the def2-TZVPD basis set",
  "total_energy_ha": -706.52505,
  "homo_energy_ev": -3.378,
  "charge": -1,
  "elements": ["S", "O", "O", "C", "C", "C", "C", "H", "H", "H", "H", "H", "H", "H", "H", "H"],
  "coordinates": [[-1.036, -1.531, -0.851], [0.217, 0.659, -2.307], [-0.807, 2.657, -1.815], [-0.831, 1.498, -2.146], [0.424, 0.785, 1.261], [0.170, -0.741, 1.548], [0.388, -1.634, 0.364], [1.374, -1.303, -0.107], [0.780, -0.996, 2.421], [-0.861, -0.903, 1.818], [1.536, 0.953, 1.140], [0.079, 1.471, 2.042], [-1.771, 0.957, -2.369], [-0.001, 1.031, 0.299], [-0.098, -0.250, -1.909], [0.437, -2.653, 0.612]]
}



{
  "formula": "C4H9O2S",
  "method": "ωB97M-V with the def2-TZVPD basis set",
  "total_energy_ha": -706.53543,
  "homo_energy_ev": -3.596,
  "charge": -1,
  "elements": ["S", "O", "O", "C", "C", "C", "C", "H", "H", "H", "H", "H", "H", "H", "H", "H"],
  "coordinates": [[1.722, -1.162, 1.262], [0.214, -0.499, -1.088], [-1.754, -0.319, 0.070], [0.834, 0.379, 1.863], [-1.097, -0.597, -0.934], [1.439, 1.565, 1.107], [-1.825, -1.077, -2.187], [-2.224, -2.077, -1.948], [1.225, 2.480, 1.648], [1.011, 0.445, 2.951], [2.543, 1.496, 1.059], [-0.226, 0.275, 1.695], [0.935, -0.889, -0.098], [-1.172, -1.195, -3.061], [1.052, 1.597, 0.080], [-2.678, -0.420, -2.418]]
}



Taking the records one at a time from the top gives energy relative to the best compared isomer or geometry (same formula, charge and spin) values of 3.359; 3.187; 1.360; 1.257; 0.497; 4.632; 5.639; 4.869; 2.407; 1.978; 1.016; 2.405; 5.973; 1.416; 0.874; 0.481; 0.784; 2.446; 0.623; 0.341 eV.